Entry 1:
Below is a 2-piece molecular cluster, C2H4ClN overall, with properties calculated with wB97M-V/def2-TZVPD.

Properties
Frontier orbital gap = 5.99 eV
E_HOMO = -9.6273 eV
Total charge = 0
ΔE to the lowest compared entry with this formula, charge and spin = 119.6 kcal per mole

```
8
C2H4ClN, DFT wB97M-V/def2-TZVPD
C 0.25 -0.49 0.69
C -0.80 0.43 0.10
N -0.41 -0.82 -0.45
Cl 1.59 0.10 -2.42
H 1.17 0.04 0.52
H 0.34 -1.19 1.55
H -1.79 0.72 0.42
H -0.34 1.22 -0.40
```

Atomic partial charges in e from the natural (NBO) method, atoms 1 to 6:
1. C -0.3235
2. C -0.2833
3. N 0.0270
4. Cl -0.4672
5. H 0.2986
6. H 0.2539



Entry 2:
Below is an isolated ion of composition C2H4ClN2O and charge +1, with properties calculated with wB97M-V/def2-TZVPD.

Properties
Frontier orbital gap (alpha / beta) = 8.44 / 8.33 eV
E_HOMO (alpha / beta) = -14.2627 / -14.4104 eV
Total charge = +1
ΔE to the lowest compared entry with this formula, charge and spin = 65.9 kcal per mole

```
10
C2H4ClN2O, DFT wB97M-V/def2-TZVPD
C 1.87 -0.12 0.14
C -0.45 0.20 0.08
N 0.95 0.70 -0.11
N 0.38 -1.79 0.22
O -0.45 -1.10 -0.49
Cl 3.48 -0.10 0.01
H -0.49 -0.05 1.18
H -1.23 0.84 -0.26
H 0.99 1.67 -0.57
H 0.73 -2.58 -0.26
```

Atomic partial charges in e from the natural (NBO) method, atoms 1 to 6:
1. C 0.3019
2. C 0.0618
3. N -0.5549
4. N -0.1541
5. O -0.2488
6. Cl 0.2799



Entry 3:
Below is a 2-piece molecular cluster, C2H4ClNO2 overall, with properties calculated with wB97M-V/def2-TZVPD.

Properties
Frontier orbital gap = 10.94 eV
E_HOMO = -10.2726 eV
Total charge = 0
SMILES string = N[C@@H]1OC1=O.Cl
ΔE to the lowest compared entry with this formula, charge and spin = 30.5 kcal per mole

```
10
C2H4ClNO2, DFT wB97M-V/def2-TZVPD
C 0.15 1.22 -0.05
C 0.59 -0.10 -0.60
N 0.97 -1.09 0.28
O -0.67 1.93 0.39
O 1.38 1.18 -0.45
Cl -2.64 -0.74 -0.23
H 0.57 -0.29 -1.74
H 1.97 -1.25 0.39
H 0.58 -0.99 1.22
H -2.90 0.12 0.78
```

Atomic partial charges in e from the natural (NBO) method, atoms 1 to 6:
1. C 0.7858
2. C 0.0928
3. N -0.8335
4. O -0.5382
5. O -0.4777
6. Cl -0.2953



Entry 4:
Below is a 2-piece molecular cluster, C2H4ClNO2 overall, with properties calculated with wB97M-V/def2-TZVPD.

Properties
Frontier orbital gap (alpha / beta) = 10.13 / 6.93 eV
E_HOMO (alpha / beta) = -9.8401 / -10.3694 eV
2S+1 = 3
Total charge = 0
⟨S²⟩ = 2.0154
ΔE to the lowest compared entry with this formula, charge and spin = 0.0 kcal per mole

```
10
C2H4ClNO2, DFT wB97M-V/def2-TZVPD
C -1.22 0.80 0.02
C 0.37 0.78 -0.16
N -1.74 -0.39 0.29
O -1.80 1.86 0.11
O -1.36 -1.52 -0.24
Cl -4.24 -0.31 -0.07
H 0.56 1.82 -0.60
H 0.77 0.73 0.79
H 0.88 -0.02 -0.64
H -1.72 -2.15 0.46
```

Atomic partial charges in e from the natural (NBO) method, atoms 1 to 6:
1. C 0.5857
2. C -0.7320
3. N -0.0313
4. O -0.4600
5. O -0.4220
6. Cl -0.1518



Entry 5:
Below is a 3-piece molecular cluster, C2H4ClNO3 overall, with properties calculated with wB97M-V/def2-TZVPD.

Properties
Frontier orbital gap = 9.88 eV
E_HOMO = -10.3321 eV
Total charge = 0
ΔE to the lowest compared entry with this formula, charge and spin = 68.9 kcal per mole

```
11
C2H4ClNO3, DFT wB97M-V/def2-TZVPD
C -0.40 1.02 -0.24
C 2.02 -0.27 0.43
N 1.46 -1.31 0.50
O -0.37 -0.08 -1.08
O -1.40 1.51 0.24
O 0.87 1.36 -0.04
Cl -3.56 -0.64 0.32
H 2.89 0.35 0.35
H 0.55 -1.70 0.45
H -2.48 0.01 0.66
H 0.42 -0.25 -1.60
```

Atomic partial charges in e from the natural (NBO) method, atoms 1 to 6:
1. C 0.9822
2. C 0.4878
3. N -0.5395
4. O -0.7620
5. O -0.6197
6. O -0.7438



Entry 6:
Below is one molecule with the formula C2H4ClNO3, with properties calculated with wB97M-V/def2-TZVPD.

Properties
Frontier orbital gap = 10.80 eV
E_HOMO = -11.1662 eV
Total charge = 0
SMILES string = O=[N+]([O-])[C@H](Cl)CO
ΔE to the lowest compared entry with this formula, charge and spin = 116.9 kcal per mole

```
11
C2H4ClNO3, DFT wB97M-V/def2-TZVPD
C 0.64 0.26 0.81
C -0.48 0.53 -0.24
N -0.53 -0.56 -1.23
O 0.47 -1.22 -1.46
O -1.64 -0.76 -1.67
O 0.58 -0.80 1.70
Cl -0.23 2.00 -1.18
H 0.58 1.21 1.56
H 1.60 0.34 0.34
H -1.77 0.60 0.06
H 0.78 -1.59 1.30
```

Atomic partial charges in e from the natural (NBO) method, atoms 1 to 6:
1. C -0.1001
2. C -0.1620
3. N 0.4924
4. O -0.3776
5. O -0.3478
6. O -0.6860